(1)
85
Properties=species:S:1:pos:R:3 method="wB97M-V/def2-TZVPD" total_energy_ev=-63738.53512 charge=-2 e_lumo_ha=0.126
H -3.14 2.11 2.49
H -0.33 -2.90 -4.57
H -3.37 -5.45 2.69
H -2.57 3.60 0.70
H -4.89 0.43 2.37
H 0.06 -2.13 0.98
C -3.65 3.60 0.24
C 4.73 1.38 5.68
C -3.88 -4.92 1.75
H -4.61 -4.07 2.11
H -5.19 1.04 4.19
C -3.86 2.27 -0.70
H 0.18 -5.41 -3.44
H -2.01 -5.26 0.43
C 3.95 -1.48 -0.86
H -3.01 2.55 -3.20
C 5.58 -0.37 3.31
C -0.53 -2.82 -2.30
H 6.44 2.84 2.33
H -2.26 -1.79 -1.08
H -5.77 3.09 1.16
H -1.35 3.19 -2.56
H -4.94 4.64 1.91
H -2.12 0.29 -3.88
C -1.09 -1.94 -1.03
C 1.09 1.34 -2.87
H -4.50 1.50 -0.07
C -5.22 1.33 3.06
C -2.77 -4.39 0.64
O 1.84 2.23 1.70
H 4.74 4.86 2.96
C -4.19 2.59 2.74
O -0.43 -5.84 -2.82
H -3.36 -4.04 -0.32
H 0.58 -3.22 -2.14
H -4.55 2.59 -1.61
H 6.11 -1.02 -0.28
H 5.14 -1.44 3.46
H 3.20 4.74 2.20
H -1.64 1.85 -0.37
C 0.27 -0.77 -3.99
N 4.08 4.22 2.43
H -1.52 -3.41 2.38
H 4.28 -1.96 -1.89
C -1.97 -3.12 1.31
H -1.10 1.60 -4.78
C 2.48 1.05 1.91
S 2.47 0.99 -1.60
C -4.73 3.55 1.50
H -6.32 1.70 2.80
H -0.41 -6.77 -3.08
C -0.68 -2.09 -3.76
H 0.10 -0.43 -5.12
H 5.31 0.39 -1.29
H -4.09 3.18 3.77
H 6.75 -0.37 3.13
H 1.86 -0.89 -0.04
O 1.65 -0.06 2.46
C -0.68 -2.81 0.34
H -0.05 -3.76 0.06
H -3.84 4.62 -0.33
C -1.29 1.13 -3.70
H -4.53 -5.74 1.21
H 3.90 -2.38 -0.08
In 4.70 0.73 1.48
H 4.00 3.76 0.25
H 4.27 2.26 6.34
H 5.42 4.96 0.89
N -0.09 0.42 -3.12
H -2.64 0.43 -1.28
H -0.59 -0.89 -0.89
C 5.22 0.53 4.65
C -2.43 1.59 -1.22
H 1.89 -1.51 -1.84
H 6.61 2.58 0.44
C -2.00 2.22 -2.67
C 5.84 2.71 1.33
H -1.20 -3.80 -2.34
H -2.63 -2.16 1.42
C 2.44 -0.81 -1.08
C 4.79 3.97 1.10
H -1.81 -1.86 -4.05
S 1.28 2.84 -3.72
C 5.11 -0.39 -0.45
H 1.43 -1.01 -3.91

=====

(2)
96
Properties=species:S:1:pos:R:3 method="wB97M-V/def2-TZVPD" total_energy_ev=-71572.68378 charge=0 e_lumo_ha=0.019
H 1.88 3.85 4.99
H -9.12 5.10 -3.14
H -0.70 3.41 -2.47
C -2.10 1.04 2.89
H -6.55 5.00 -1.15
O 4.33 -5.48 -2.59
N 3.50 2.53 5.18
H 3.76 -3.07 0.03
C 4.29 -8.24 -4.90
H 7.27 -0.57 3.07
H 6.72 1.06 2.63
N -1.78 4.41 -0.93
H 0.50 -2.53 0.16
O -4.25 0.01 -0.76
H -6.09 3.43 -1.82
C 2.04 2.82 5.35
C -2.43 3.31 -0.20
C 4.31 0.18 1.79
H -0.58 2.10 5.64
C -0.31 2.02 4.57
H 5.72 -6.57 -3.59
H -1.52 0.25 4.79
C 2.26 -5.37 -0.29
H 1.57 0.80 4.56
O -0.82 -0.58 0.90
H -3.41 5.53 -1.81
C 4.66 -6.37 -3.36
C -8.39 4.57 -3.76
H -1.30 5.02 -2.86
C -1.58 4.07 -2.35
C 0.36 0.21 1.04
C 2.39 -7.06 -3.79
H -1.62 -1.85 -1.43
H 5.38 -8.23 -4.96
H -8.66 3.52 -3.82
H 6.68 -1.65 0.82
N -7.08 4.70 -3.15
H -2.48 3.70 -2.88
N 1.90 -3.96 -0.24
H 4.95 -2.04 0.72
O -0.13 1.38 1.56
O -0.87 0.79 -0.84
H -0.24 -0.02 3.61
N 5.45 -0.49 2.04
S -3.20 -0.64 -0.01
C -0.98 0.72 3.94
H -8.39 5.00 -4.76
H 1.84 -7.79 -4.37
H -0.85 3.47 1.21
H 3.28 -5.49 -0.63
C -2.62 -2.08 -1.00
H -3.50 5.33 -0.03
H 5.88 -2.52 2.16
H -0.66 2.89 3.98
H 2.16 -7.19 -2.73
H 3.66 -0.33 1.07
H 2.08 -6.05 -4.09
H -7.79 3.75 -1.42
H 2.15 -5.81 0.70
O 1.44 -0.08 0.81
O 3.99 1.25 2.30
H 3.88 -8.07 -5.90
H 1.59 -5.88 -0.98
O -3.40 2.81 -0.68
O -3.77 -1.21 1.19
H -6.30 5.63 -4.80
C 6.41 0.08 2.98
H -3.37 -2.38 -1.74
H 5.93 0.20 3.95
C 5.76 -1.75 1.39
H -2.66 1.90 3.32
H -2.81 0.19 2.92
C -1.60 1.44 1.45
H -2.45 3.47 1.92
H 4.02 3.41 5.12
C -6.04 5.28 -3.79
O -0.22 -4.39 0.48
H 3.20 -3.15 -1.65
H 3.97 -9.21 -4.53
C -1.82 2.95 1.16
C -2.81 5.51 -0.88
H 1.47 2.18 3.37
H -2.34 6.51 -0.74
C 1.25 1.85 4.41
N -2.03 0.57 -2.96
H -2.43 -2.89 -0.26
C -1.52 0.83 -2.00
C 0.66 -3.62 0.16
O -4.92 5.41 -3.32
C -6.87 4.19 -1.80
N 3.82 -7.20 -4.00
C -1.69 0.38 0.29
H 3.58 2.09 4.27
H 2.49 -1.97 -0.53
H 1.73 2.70 6.40
C 2.90 -2.97 -0.62

=====

(3)
98
Properties=species:S:1:pos:R:3 method="wB97M-V/def2-TZVPD" total_energy_ev=-1020684.55038 charge=0 relative_energy_kcal_mol=0.0 e_lumo_ha=-0.001
C 3.10 -7.21 17.14
H -3.22 -10.73 14.47
C -3.64 -11.59 14.99
Br 0.32 -17.11 16.62
Br -1.84 -16.12 12.62
H -2.92 -6.13 12.47
O 3.40 -6.87 18.25
O 1.05 -12.61 11.86
Br -6.08 -10.12 15.34
C 3.57 -9.93 18.52
Br -2.53 -8.46 11.29
C 6.70 -8.68 14.54
H 0.58 -15.46 11.13
H 0.01 -17.72 12.04
H 3.96 -5.41 15.99
Br 0.22 -12.46 16.75
C -3.12 -7.19 12.66
C 5.46 -15.39 9.33
H 0.29 -17.19 13.68
C 3.53 -18.18 18.78
H 4.73 -15.89 8.70
C 3.54 -6.41 15.88
C 3.45 -10.16 10.54
C 0.64 -14.29 16.09
H -0.20 -10.13 12.87
Br 6.05 -12.99 10.90
C -0.03 -16.85 12.70
O 1.89 -11.77 13.88
H 1.55 -9.87 9.17
H -1.16 -15.12 17.00
C 4.45 -16.27 15.74
C 4.82 -14.20 9.95
H 4.13 -7.07 15.24
C -5.11 -11.70 14.65
H 3.19 -10.38 19.43
Br 3.36 -11.14 7.89
H 5.47 -18.51 19.74
H -3.59 -11.31 16.04
H 4.40 -17.26 20.56
H 4.29 -10.63 18.10
H 4.91 -12.79 14.63
H 5.98 -16.04 10.04
O 2.80 -8.48 16.70
C 4.47 -18.18 19.98
H 3.50 -16.37 15.23
C 2.44 -9.52 17.56
H 3.79 -11.35 13.21
H 2.48 -18.04 19.02
Br -2.57 -13.23 14.54
H 1.52 -9.38 18.13
C 3.21 -12.16 13.65
H 4.23 -9.08 18.71
C 6.36 -9.20 15.93
H -5.28 -11.79 13.58
C -2.36 -7.50 14.00
H 6.07 -7.87 14.16
H -5.45 -12.64 15.10
C -0.08 -15.23 17.06
H 0.90 -14.97 12.87
O 5.01 -18.46 16.35
H 3.00 -8.83 8.90
O 3.85 -17.15 17.91
H 3.59 -13.47 15.49
H 4.52 -10.23 10.36
C 0.88 -15.77 12.13
Br 6.45 -10.32 13.33
H 5.44 -9.79 15.88
H 2.68 -6.28 15.22
C 2.63 -9.80 9.22
H -2.68 -8.44 14.44
H 0.21 -14.48 15.11
H -2.61 -6.66 14.65
H 4.18 -18.87 20.77
H -1.18 -11.56 12.67
H 3.33 -12.95 12.90
H 3.55 -19.14 18.28
H 3.09 -10.96 11.20
C 0.88 -12.00 12.92
C 4.48 -17.39 16.75
H 5.22 -16.38 14.98
H 4.00 -14.49 10.61
C -0.35 -11.15 13.24
H 2.15 -10.25 16.80
H 4.31 -13.63 9.18
Br -0.38 -7.57 13.80
H 6.17 -8.30 16.50
Br 7.80 -10.23 16.86
H 4.53 -15.29 16.22
Br 2.79 -16.38 12.07
H -0.68 -11.12 14.28
H 0.18 -15.25 18.11
Br 6.95 -14.83 8.07
H 7.73 -8.32 14.49
H 1.72 -14.43 16.22
H -4.20 -7.12 12.85
Br 3.34 -8.63 11.76
H 3.67 -11.71 15.55
C 3.88 -12.58 14.92

=====

Computed values of frontier orbital gap (unit: Eh) for the preceding records, in sequence: 0.137; 0.338; 0.361.